# 1
11
Properties=species:S:1:pos:R:3:forces:R:3:nbo_charge:R:1 method="wB97M-V/def2-TZVPD" e_homo_ev="-9.2 / -11.3" orbital_gap_ev="7.9628 / 10.1518" e_lumo_ev="-1.27 / -1.20" spin_multiplicity=1
C 0.5119 -0.7016 1.1272 0.9 -0.2 1.4 0.174
C 0.8872 0.1902 -1.2056 0.0 1.8 3.2 -0.651
C 0.2571 -0.6858 -0.1958 -0.4 -0.6 -2.0 -0.144
N 0.7546 -0.7950 2.2525 0.1 0.0 0.6 -0.255
N -1.4861 1.0662 0.5515 -1.2 -1.3 1.5 0.414
F -2.6351 0.3156 0.2556 1.3 1.0 0.5 -0.239
F -1.3658 0.9119 1.9435 -0.5 0.4 -2.1 -0.224
H 1.9400 0.0690 -1.1701 1.3 -0.3 -0.1 0.236
H 0.7242 1.2311 -0.8375 0.1 -0.5 -0.8 0.236
H 0.5534 0.0126 -2.1592 -1.0 -0.2 -2.2 0.227
H -0.1415 -1.6142 -0.5621 -0.6 -0.2 -0.1 0.226

=====

# 2
48
Properties=species:S:1:pos:R:3:forces:R:3:nbo_charge:R:1 method="wB97M-V/def2-TZVPD" e_homo_ev=-11.8 orbital_gap_ev=7.9449 e_lumo_ev=-3.82 total_charge=+1 spin_multiplicity=1
O -0.8902 -0.4315 -0.7970 -0.1 -0.1 -0.1 -1.030
P 0.1511 -1.4398 -0.6281 -0.5 0.7 0.2 1.669
N 1.6537 -1.1823 -1.5327 -0.1 -1.6 0.3 -0.689
C 2.8002 -1.9391 -0.8831 0.1 0.0 0.3 -0.246
C 3.1139 -3.0005 -1.9175 -0.1 0.2 -0.2 -0.244
N 2.8779 -2.2700 -3.1921 -0.1 0.3 0.7 -0.599
C 1.7598 -1.4952 -2.8509 0.0 0.8 -0.3 0.676
N 0.9914 -1.0913 -3.8284 0.0 -0.2 0.0 -0.644
S -0.2307 0.1184 -3.7275 0.1 0.2 -0.2 0.298
H -0.1897 -2.7448 -1.0179 0.1 -0.1 0.0 -0.077
H 0.6723 -1.5405 0.6612 0.2 -0.1 0.0 -0.049
H 2.5090 -2.3782 0.0684 -0.1 0.1 0.0 0.235
H 3.6235 -1.2525 -0.6850 0.0 0.1 -0.1 0.236
H 4.1116 -3.4252 -1.8920 0.0 0.0 0.1 0.252
H 2.3616 -3.7881 -1.8626 0.2 -0.2 0.0 0.211
H 3.6431 -1.5960 -3.2882 0.1 -0.2 -0.6 0.402
H 1.2623 -1.4501 -4.7391 0.0 0.1 0.0 0.448
H -1.1787 -0.6263 -4.3127 0.0 -0.1 0.1 0.143
C -2.2978 -0.4194 3.9437 0.0 -0.1 0.1 -0.646
C -1.7133 -1.0523 2.6958 0.0 0.1 -0.2 -0.066
O -1.4247 -2.4395 2.7993 0.1 0.0 -0.1 -0.554
C -2.5356 -3.2790 3.0903 0.0 0.0 0.0 -0.067
C -3.6386 -3.2306 2.0487 0.0 0.1 0.0 -0.644
H -1.6530 -0.5985 4.8046 0.0 0.0 0.0 0.218
H -2.3937 0.6566 3.7974 0.0 0.0 0.0 0.223
H -3.2891 -0.8103 4.1745 0.0 0.0 0.0 0.210
H -0.7459 -0.5954 2.4716 0.0 0.1 0.0 0.169
H -2.3620 -0.8655 1.8326 0.0 0.0 0.0 0.168
H -2.9373 -3.0474 4.0816 0.0 0.0 0.0 0.170
H -2.1162 -4.2834 3.1450 0.0 0.0 0.0 0.189
H -4.1189 -2.2529 2.0004 0.0 0.0 0.0 0.209
H -4.4079 -3.9625 2.2952 0.0 0.0 0.0 0.227
H -3.2448 -3.4653 1.0578 0.0 0.0 0.0 0.200
C 1.1270 5.5784 0.4958 0.0 -0.1 0.0 -0.646
C 1.6189 4.9225 -0.7812 0.0 0.1 0.0 -0.066
O 1.7590 3.5099 -0.6912 0.0 0.0 0.0 -0.543
C 0.5773 2.7918 -0.3953 0.0 -0.1 0.0 -0.057
C -0.5259 2.9413 -1.4276 0.0 0.0 0.0 -0.647
H 1.7738 5.3180 1.3344 0.0 0.0 0.0 0.215
H 1.1340 6.6620 0.3768 0.0 0.0 0.0 0.225
H 0.1074 5.2829 0.7463 0.0 0.0 0.0 0.203
H 2.6182 5.2824 -1.0237 0.0 0.0 0.0 0.192
H 0.9697 5.1902 -1.6223 0.0 0.0 0.0 0.161
H 0.2001 3.0452 0.6017 0.0 0.0 0.0 0.168
H 0.8942 1.7463 -0.3554 0.0 0.0 0.0 0.165
H -0.9277 3.9535 -1.4744 0.0 0.0 0.1 0.214
H -1.3447 2.2648 -1.1783 0.0 0.0 0.0 0.229
H -0.1441 2.6891 -2.4187 0.0 0.0 0.0 0.193

=====

# 3
23
Properties=species:S:1:pos:R:3:forces:R:3:nbo_charge:R:1 method="wB97M-V/def2-TZVPD" smiles=C[C@@H](O)CNCC[NH3+] e_homo_ev=-13.7 orbital_gap_ev=10.8606 e_lumo_ev=-2.89 total_charge=+1 spin_multiplicity=1
C 1.2745 1.5539 0.4225 -1.4 -0.2 -0.1 -0.242
N -0.1533 1.3914 0.0894 -0.2 0.2 0.5 -0.649
C -0.9137 0.4929 0.9510 0.4 0.4 0.2 -0.241
C -0.7973 -0.9482 0.5356 -1.3 -0.3 0.2 0.066
C -1.9205 -1.7600 1.1401 -1.1 -0.3 0.8 -0.650
O -0.6904 -1.0944 -0.8733 -1.6 -1.0 -0.2 -0.755
C 2.1210 0.6794 -0.5401 -0.5 1.2 0.1 -0.252
N 1.2024 0.0102 -1.4723 2.1 0.0 -1.0 -0.710
H 1.4259 1.2646 1.4503 0.3 0.0 0.4 0.206
H 1.4653 2.6128 0.3197 0.6 0.1 -0.1 0.229
H -0.6445 2.2696 0.0381 0.2 0.2 -0.1 0.402
H -0.5664 0.5491 1.9928 -0.2 0.1 0.0 0.198
H -1.9478 0.7765 0.9312 -0.6 0.3 -0.1 0.215
H 0.1153 -1.3112 0.9001 1.5 -0.7 0.5 0.172
H -2.5749 -2.1819 0.3972 -0.3 0.0 -0.7 0.226
H -1.6384 -2.6215 1.7185 0.7 -0.3 0.2 0.242
H -2.5989 -1.2227 1.8273 0.5 0.3 -0.4 0.232
H -1.5182 -1.3183 -1.3040 -0.4 -0.1 0.3 0.504
H 2.7282 -0.0540 -0.0620 0.4 -0.4 0.4 0.227
H 2.7180 1.3652 -1.0980 0.8 0.1 -0.4 0.227
H 1.3669 0.3010 -2.4209 0.1 0.3 -0.5 0.426
H 0.2104 0.2320 -1.2044 0.2 0.2 -0.1 0.491
H 1.3501 -0.9944 -1.4680 -0.3 0.0 0.1 0.437

=====

# 4
101
Properties=species:S:1:pos:R:3:forces:R:3:lowdin_charge:R:1 method="wB97M-V/def2-TZVPD" smiles=COC[C@H](C)N.COCCNCCOC.COCCNCCOC.COCCNCCOC.CO.CO e_homo_ev=-8.1 orbital_gap_ev=8.5442 e_lumo_ev=0.40 spin_multiplicity=1
C 14.8123 -2.2158 -2.7428 1.4 0.0 -1.3 -0.088
O 14.8890 -1.0781 -3.6413 1.4 -0.2 2.1 -0.191
C 14.0954 -1.0166 -4.7588 -1.8 -0.3 0.9 -0.243
C 12.6071 -1.2292 -4.3640 -0.2 1.0 -1.1 -0.193
N 11.9384 -0.2349 -3.4737 0.9 0.6 -0.1 -0.066
C 10.4864 -0.3228 -3.4457 0.4 0.2 0.5 -0.223
C 9.8457 0.4886 -2.3180 -0.4 -0.9 0.1 -0.210
O 8.3980 0.4464 -2.5887 2.1 0.6 1.7 -0.192
C 7.7285 1.2283 -1.5913 -0.4 -1.1 -0.1 -0.120
H 14.1467 -2.1167 -1.8853 -0.1 0.2 -0.3 0.090
H 15.8455 -2.4187 -2.4610 0.1 0.9 0.9 0.080
H 14.7315 -3.1858 -3.2334 -1.3 0.0 -0.6 0.082
H 14.4264 -1.7674 -5.4763 -0.4 -0.3 -0.3 0.118
H 14.2172 -0.0484 -5.2445 0.2 0.2 0.2 0.120
H 12.5224 -2.2280 -3.9357 -0.3 0.1 0.0 0.104
H 12.1198 -1.1704 -5.3372 -0.5 -0.6 -0.3 0.108
H 12.1309 0.7175 -3.7495 0.8 0.0 -0.2 0.106
H 10.3938 -1.4061 -3.3681 -1.4 0.1 0.1 0.122
H 9.9265 0.1392 -4.2589 0.4 -0.7 -1.1 0.117
H 10.1902 1.5145 -2.1879 0.0 0.5 -1.0 0.115
H 10.1797 0.1194 -1.3484 -0.8 -0.8 0.4 0.113
H 6.8173 0.6599 -1.4047 -0.5 0.7 -0.3 0.085
H 7.6036 2.2632 -1.9097 -0.3 -0.1 -0.1 0.086
H 8.1895 1.2318 -0.6036 0.7 -0.1 -0.1 0.078
C -5.2915 -5.1250 4.7423 0.0 0.1 -1.7 -0.081
O -4.2512 -4.1817 4.3635 -1.3 -0.4 2.6 -0.211
C -4.5013 -3.2927 3.2990 0.1 0.3 -1.7 -0.207
C -5.8192 -2.4043 3.2224 1.2 -1.3 2.3 -0.179
N -5.8069 -1.5939 4.4354 -0.2 1.0 0.3 -0.079
C -6.8798 -0.5797 4.5011 0.2 -0.8 -0.2 -0.211
C -6.8680 0.2420 5.7909 2.4 0.8 -0.9 -0.156
O -5.6828 1.1587 5.7194 -1.4 -0.1 1.5 -0.217
C -5.2433 1.6473 7.0313 0.6 -0.2 -0.8 -0.102
H -5.0167 -5.8488 5.5095 0.7 0.6 0.1 0.087
H -5.5241 -5.7096 3.8522 0.0 -0.3 -0.2 0.082
H -6.2642 -4.7188 5.0194 0.2 0.7 0.3 0.073
H -4.3712 -3.9405 2.4321 -0.5 0.3 -0.7 0.113
H -3.6244 -2.6455 3.3152 -0.2 0.2 0.0 0.115
H -6.6267 -3.1316 3.3075 -0.6 0.0 -0.7 0.098
H -5.9367 -1.7181 2.3837 0.4 -0.6 -0.3 0.120
H -5.8687 -2.2152 5.2292 0.0 0.0 0.2 0.098
H -7.8507 -1.0607 4.3827 -0.5 -0.2 0.4 0.108
H -6.8146 -0.0026 3.5787 0.3 0.6 0.3 0.116
H -6.6594 -0.4089 6.6400 -0.5 -0.1 0.1 0.112
H -7.7835 0.8219 5.9074 0.0 0.0 0.1 0.117
H -5.0281 2.7157 7.0493 -0.4 0.2 -0.7 0.072
H -4.2703 1.2014 7.2376 0.0 -0.4 0.1 0.076
H -5.8873 1.4935 7.8972 -0.5 -0.5 -0.4 0.077
C -2.4603 0.3019 -5.5631 0.7 0.3 0.6 -0.130
O -3.3348 -0.1534 -6.5837 -0.2 0.2 1.2 -0.169
C -4.6638 0.2409 -6.2415 -0.8 1.5 -1.4 -0.193
C -4.8731 1.7941 -6.4774 -0.1 -1.1 -0.5 -0.214
N -4.6682 2.6102 -5.3543 2.1 0.6 2.3 -0.112
C -5.5439 2.5596 -4.2137 -0.5 -0.1 0.3 -0.179
C -5.0839 3.2682 -2.8885 -0.6 -1.4 -2.0 -0.227
O -5.9422 4.3543 -2.7650 -0.1 -0.1 0.7 -0.190
C -5.4689 5.2670 -1.8100 0.3 0.6 -0.7 -0.110
H -2.8528 0.0243 -4.5849 -0.1 0.0 0.2 0.084
H -2.2691 1.3748 -5.5421 -0.7 0.3 -0.3 0.075
H -1.4352 -0.0666 -5.6015 -0.2 -0.8 -0.7 0.080
H -5.0571 -0.0146 -5.2576 0.9 -0.2 0.5 0.102
H -5.3434 -0.3038 -6.8969 0.2 0.0 -0.4 0.113
H -5.8541 2.0374 -6.8854 -0.5 -0.6 -0.5 0.106
H -4.1211 2.1226 -7.1949 -0.1 -0.3 -0.4 0.123
H -4.4297 3.5601 -5.6010 -0.1 -0.1 0.1 0.124
H -5.8061 1.5587 -3.8707 0.4 -0.5 -0.7 0.104
H -6.4930 2.9611 -4.5687 -0.6 0.4 0.7 0.115
H -4.0119 3.4651 -2.8980 0.2 0.7 -0.3 0.118
H -5.1846 2.5333 -2.0898 -0.4 0.1 0.5 0.113
H -4.5830 5.6836 -2.2893 0.3 0.7 0.4 0.086
H -5.1546 4.8293 -0.8625 -0.3 -0.2 0.2 0.088
H -6.2441 6.0248 -1.6969 0.2 0.0 0.3 0.092
C -1.4339 2.3677 3.8123 1.2 -0.2 -0.9 -0.057
C -2.1602 2.4146 2.4611 -0.8 0.5 1.1 -0.431
C -1.4831 1.6946 1.2917 1.1 0.1 0.1 -0.177
O -0.2123 2.3492 0.9615 -0.7 -0.9 -0.7 -0.196
C 0.4084 1.7959 -0.2360 -1.1 0.9 0.4 -0.091
N -3.5430 1.9863 2.6411 -0.5 -1.5 -0.8 0.024
H -1.1316 1.3679 4.1238 -0.3 -0.4 -0.3 0.073
H -2.0157 2.7671 4.6431 0.1 0.4 -0.3 0.071
H -0.4812 2.8668 3.6352 0.1 0.4 0.6 0.071
H -2.3521 3.4471 2.1695 1.0 0.3 -0.1 0.133
H -2.1936 1.6136 0.4691 0.1 0.7 -0.5 0.112
H -1.2373 0.6474 1.4676 -0.1 -0.3 0.7 0.118
H 1.1153 2.5317 -0.6192 0.1 0.0 0.3 0.083
H -0.3659 1.7047 -0.9977 -0.1 -0.2 -0.2 0.074
H 0.8953 0.8262 -0.1323 0.0 -0.1 0.5 0.076
H -3.5409 0.9834 2.7607 -0.2 -0.5 -0.1 0.061
H -3.9414 2.2949 3.5164 0.1 0.4 0.1 0.056
C 0.4144 -3.1202 -0.4465 1.1 -0.5 2.0 -0.180
O -0.3009 -4.3413 -0.5179 -0.1 0.4 -0.8 -0.114
H 0.2693 -2.7885 0.5816 -1.0 0.8 -0.2 0.074
H 1.4768 -3.3027 -0.2850 0.5 -0.3 -1.0 0.069
H 0.2694 -2.3648 -1.2189 -0.4 -0.2 0.1 0.078
H -0.2133 -4.6547 -1.4211 -0.1 -0.3 0.0 0.071
C -1.1916 -2.6944 6.3764 0.8 0.0 0.3 -0.179
O -1.2270 -4.0844 6.2581 -0.4 -1.1 -0.2 -0.123
H -2.1948 -2.2722 6.4355 0.1 0.3 0.0 0.078
H -0.6091 -2.5352 7.2838 -0.3 0.5 0.2 0.078
H -0.5857 -2.2947 5.5633 -0.3 0.5 -0.2 0.073
H -1.9267 -4.3118 5.6415 -0.1 -0.1 -0.1 0.054

=====

# 5
58
Properties=species:S:1:pos:R:3:forces:R:3:nbo_charge:R:1 method="wB97M-V/def2-TZVPD" smiles="CCOCCn1c(CN2CCN(CCO)CC2)nc2c1c(=O)n(C)c(=O)n2C" e_homo_ev=-8.4 orbital_gap_ev=9.0242 e_lumo_ev=0.59 spin_multiplicity=1
C -1.7290 -2.1941 -2.4571 0.3 0.1 0.3 -0.622
H -1.7674 -1.4667 -3.2635 0.0 0.1 -0.1 0.208
H -2.6987 -2.2468 -1.9695 -0.1 0.0 0.0 0.219
H -1.4981 -3.1736 -2.8655 0.0 -0.1 -0.1 0.214
C -0.6703 -1.7969 -1.4405 0.0 0.1 -0.3 -0.055
H 0.3241 -1.7605 -1.9151 -0.1 0.0 0.1 0.158
O -0.6635 -2.7635 -0.4074 -0.3 -0.1 -0.1 -0.545
C -0.1237 -2.3554 0.8228 0.0 0.0 0.2 -0.081
C -1.1688 -1.7179 1.7625 0.5 -0.8 -0.2 -0.260
N -1.5163 -0.3700 1.3930 -0.2 0.5 -0.1 -0.302
C -0.7796 0.7591 1.5131 -0.2 -0.1 0.0 0.393
N -1.3863 1.8192 1.0035 -0.1 0.5 -0.1 -0.498
C -2.5649 1.3608 0.5326 0.2 -1.3 0.4 0.352
C -2.6844 -0.0012 0.7614 0.0 0.8 -0.2 -0.086
C -3.8573 -0.7395 0.4044 0.2 0.0 0.1 0.656
O -4.0792 -1.9167 0.6166 0.1 -0.1 0.0 -0.616
N -4.7867 0.0818 -0.2424 -0.2 -0.2 -0.1 -0.453
C -4.6899 1.4424 -0.5004 0.2 0.2 0.0 0.794
O -5.5822 2.0376 -1.0641 -0.3 0.1 -0.1 -0.631
N -3.5396 2.0794 -0.0845 -0.1 0.1 0.0 -0.411
C -3.3763 3.5007 -0.2948 0.0 0.3 -0.1 -0.413
H -2.5077 3.6827 -0.9275 0.0 0.1 0.0 0.208
H -4.2789 3.8705 -0.7768 0.1 0.0 0.1 0.249
H -3.2250 3.9975 0.6632 0.0 0.0 0.0 0.211
C -6.0276 -0.5341 -0.6843 -0.3 -0.2 -0.1 -0.417
H -6.1335 -0.4167 -1.7623 0.0 0.0 0.1 0.214
H -5.9850 -1.5873 -0.4171 0.0 0.1 0.0 0.243
H -6.8745 -0.0520 -0.1970 0.0 0.0 -0.1 0.214
C 0.5552 0.8227 2.1679 0.2 -0.1 0.0 -0.256
N 1.5960 0.2598 1.3177 0.1 0.2 0.1 -0.444
C 2.8472 0.0787 2.0306 0.1 -0.3 0.0 -0.224
C 3.8524 -0.6209 1.1213 0.0 0.1 0.3 -0.220
N 4.0916 0.1912 -0.0573 0.0 -0.1 0.0 -0.469
C 2.8393 0.3772 -0.7689 -0.2 0.3 0.0 -0.221
C 1.8314 1.0736 0.1374 0.0 -0.1 -0.3 -0.238
H 0.8863 1.2080 -0.3918 0.0 0.0 0.0 0.218
H 2.2170 2.0693 0.4144 0.0 0.0 0.0 0.175
H 3.0140 0.9944 -1.6513 0.0 0.0 0.0 0.209
H 2.4237 -0.5922 -1.0979 0.0 0.1 0.0 0.171
C 5.1533 -0.3294 -0.9061 0.2 0.3 -0.2 -0.242
H 5.9238 -0.7541 -0.2584 0.0 0.0 0.0 0.203
C 5.7793 0.8211 -1.7013 -0.2 -0.3 -0.1 -0.063
O 6.1746 1.8587 -0.8443 0.1 0.3 0.2 -0.722
H 5.4685 1.9490 -0.1882 0.0 -0.1 0.0 0.478
H 6.6744 0.4759 -2.2235 -0.1 0.0 0.0 0.184
H 5.0677 1.1978 -2.4517 0.1 -0.1 0.0 0.149
H 4.8000 -1.1172 -1.5896 0.0 0.0 0.1 0.177
H 4.7943 -0.7492 1.6594 0.0 0.0 0.0 0.209
H 3.4604 -1.6177 0.8538 0.0 0.0 0.0 0.171
H 2.6651 -0.5411 2.9119 0.0 0.0 0.0 0.203
H 3.2670 1.0448 2.3586 0.0 0.0 0.0 0.173
H 0.5296 0.2412 3.0947 0.0 0.1 0.0 0.213
H 0.7530 1.8780 2.4154 -0.1 -0.1 0.0 0.207
H -2.0856 -2.3109 1.7187 0.1 0.1 0.1 0.264
H -0.7716 -1.7183 2.7811 -0.1 0.0 0.0 0.203
H 0.7165 -1.6610 0.6898 -0.1 -0.2 0.0 0.206
H 0.2339 -3.2714 1.3026 0.0 0.1 0.1 0.189
H -0.8879 -0.7967 -1.0482 0.0 0.0 0.0 0.158

=====

# 6
11
Properties=species:S:1:pos:R:3:forces:R:3:nbo_charge:R:1 method="wB97M-V/def2-TZVPD" smiles="NCNC=O" e_homo_ev=-9.5 orbital_gap_ev=10.4490 e_lumo_ev=0.91 spin_multiplicity=1
O -0.4118 0.5396 2.1431 -0.2 0.0 -0.2 -0.608
C -0.4400 1.2081 1.1330 0.3 0.0 0.2 0.529
N -0.4585 0.7239 -0.1425 0.2 0.3 0.6 -0.626
C -0.3398 -0.7014 -0.4100 0.5 0.9 -0.3 -0.058
N 0.9620 -1.0796 -0.9588 -0.4 -1.0 0.0 -0.871
H -0.4350 2.3168 1.1692 -0.1 -0.2 -0.1 0.108
H -0.2446 1.4194 -0.8399 -0.2 -0.3 -0.3 0.391
H -1.1189 -0.9475 -1.1327 -0.1 -0.3 0.2 0.175
H -0.4815 -1.1760 0.5607 -0.3 -0.1 -0.2 0.216
H 1.6884 -0.3912 -1.0453 -0.1 0.2 0.4 0.373
H 1.2798 -1.9121 -0.4768 0.4 0.3 -0.2 0.370